[1]
11
Properties=species:S:1:pos:R:3 method="wB97M-V/def2-TZVPD" homo_ev=0.3 homo_lumo_gap_ev=5.938 e_lumo_ev=6.284 multiplicity=1 smiles="O=C/C=C/P(=O)([O-])[O-]" total_charge=-2
C 0.80 0.37 0.03
C 2.18 -0.06 0.03
C -0.21 -0.44 -0.30
O -2.14 1.62 -0.22
O -2.83 -0.71 -0.90
O -1.80 -0.48 1.38
O 2.65 -1.20 -0.16
P -1.95 0.13 -0.03
H 0.49 1.48 0.24
H 2.88 0.77 0.21
H -0.08 -1.46 -0.27


[2]
54
Properties=species:S:1:pos:R:3 method="wB97M-V/def2-TZVPD" homo_ev=-4.7 homo_lumo_gap_ev=6.970 e_lumo_ev=2.314 multiplicity=1 total_charge=-1
Tl -0.75 0.53 0.73
C -0.70 0.84 -3.33
O 0.40 0.04 -2.91
C 0.29 -1.32 -3.26
C -0.65 -2.11 -2.37
O -0.30 -2.10 -0.99
C 0.91 -2.75 -0.66
C 2.03 -1.77 -0.40
O 1.67 -0.96 0.70
C 2.77 -0.50 1.47
H -0.86 0.73 -4.41
H -0.45 1.87 -3.10
H -1.62 0.58 -2.80
H 1.29 -1.74 -3.20
H -0.06 -1.43 -4.30
H -0.69 -3.14 -2.74
H -1.66 -1.70 -2.41
H 1.20 -3.44 -1.46
H 0.74 -3.31 0.26
H 2.23 -1.15 -1.28
H 2.93 -2.34 -0.16
H 3.34 -1.35 1.87
H 2.34 0.06 2.30
H 3.44 0.13 0.88
Cl 0.65 3.57 7.85
C 0.51 2.57 6.41
C 0.46 3.17 5.17
C 0.35 2.38 4.04
Cl 0.30 3.16 2.49
C 0.27 0.95 4.07
O 0.16 0.20 3.05
C 0.36 0.43 5.39
Cl 0.32 -1.31 5.56
C 0.46 1.20 6.54
H 0.51 4.25 5.07
H 0.51 0.72 7.51
S -5.02 4.45 -5.14
C -4.66 3.89 -3.61
S -3.22 4.35 -2.78
C -3.59 3.27 -1.40
N -4.71 2.66 -1.60
N -5.33 3.02 -2.80
C -6.56 2.34 -3.05
C -6.81 1.14 -2.39
C -7.99 0.45 -2.60
C -8.95 0.95 -3.46
C -8.72 2.15 -4.10
C -7.54 2.86 -3.90
S -2.51 3.12 -0.11
H -6.06 0.77 -1.70
H -8.16 -0.48 -2.07
H -9.88 0.40 -3.63
H -9.47 2.57 -4.77
H -7.39 3.80 -4.40


[3]
77
Properties=species:S:1:pos:R:3 method="wB97M-V/def2-TZVPD" homo_ev="-12.0 / -12.0" homo_lumo_gap_ev="3.154 / 2.356" e_lumo_ev="-8.871 / -9.669" multiplicity=1 total_charge=+2
Sn 0.65 -2.54 -4.08
C -0.43 3.41 -0.21
C -1.24 2.90 -1.14
C -0.95 2.77 -2.59
C 0.41 2.04 -2.83
C 1.37 2.99 -3.43
C 1.88 4.01 -2.71
C 1.11 4.85 -1.72
C 0.77 4.29 -0.31
C 1.22 -3.88 -2.38
H -0.75 3.24 0.82
H -2.24 2.54 -0.88
H -0.91 3.75 -3.10
H -1.75 2.16 -3.05
H 0.83 1.66 -1.88
H 0.28 1.18 -3.51
H 1.66 2.75 -4.45
H 2.91 4.38 -2.87
H 0.17 5.20 -2.16
H 1.75 5.74 -1.55
H 1.66 3.86 0.20
H 0.51 5.21 0.26
H 0.22 -4.31 -2.12
H 1.64 -3.39 -1.50
H 1.87 -4.70 -2.73
P 1.37 -1.51 -6.51
P -2.24 -0.92 -6.51
N 2.55 -0.21 -6.69
N 2.15 -2.66 -7.63
N -2.23 0.80 -7.08
N -3.75 -1.31 -7.40
C 0.23 -0.78 -7.70
C -1.11 -1.52 -7.84
C 3.65 -0.07 -5.84
C 4.58 0.75 -6.46
C 4.05 1.13 -7.73
C 2.81 0.52 -7.85
C 2.61 -3.92 -7.23
C 2.87 -4.67 -8.37
C 2.57 -3.85 -9.50
C 2.19 -2.61 -9.02
C -2.01 1.87 -6.20
C -1.78 3.03 -6.93
C -1.84 2.67 -8.31
C -2.09 1.31 -8.38
C -4.51 -0.63 -8.35
C -5.57 -1.44 -8.76
C -5.44 -2.68 -8.06
C -4.31 -2.59 -7.26
H 0.65 -0.72 -8.71
H 0.07 0.26 -7.37
H -1.53 -1.35 -8.84
H -1.00 -2.61 -7.70
H 3.64 -0.56 -4.89
H 5.55 1.04 -6.07
H 4.49 1.76 -8.48
H 2.09 0.58 -8.64
H 2.67 -4.16 -6.18
H 3.23 -5.68 -8.41
H 2.61 -4.13 -10.55
H 1.94 -1.70 -9.55
H -2.06 1.73 -5.13
H -1.61 4.02 -6.54
H -1.73 3.33 -9.16
H -2.18 0.67 -9.24
H -4.25 0.36 -8.67
H -6.33 -1.17 -9.48
H -6.09 -3.54 -8.15
H -3.84 -3.31 -6.61
F -0.86 -0.36 0.17
C -0.92 -1.68 -0.13
F 0.31 -2.21 0.05
F -1.77 -2.27 0.73
S -1.53 -1.83 -1.90
O -2.69 -1.00 -2.00
O -0.33 -1.25 -2.67
O -1.67 -3.26 -2.12


[4]
11
Properties=species:S:1:pos:R:3 method="wB97M-V/def2-TZVPD" homo_ev="-6.0 / -8.4" homo_lumo_gap_ev="6.682 / 6.657" e_lumo_ev="0.703 / -1.764" multiplicity=3 total_charge=0
C 0.67 0.95 -1.16
C -0.78 -1.12 -0.14
C 0.06 0.94 0.99
C -0.31 0.42 -0.31
N 0.58 -1.49 0.25
S 1.46 -0.14 0.16
H 0.60 0.79 -2.23
H -1.47 -1.21 0.61
H -0.99 -1.50 -1.05
H 0.47 1.83 1.00
H -0.31 0.55 1.89


[5]
114
Properties=species:S:1:pos:R:3 method="wB97M-V/def2-TZVPD" homo_ev="-10.3 / -10.8" homo_lumo_gap_ev="7.582 / 8.278" e_lumo_ev="-2.704 / -2.517" multiplicity=2 total_charge=+1
Ti 0.44 0.12 -0.28
C -6.41 0.48 -2.17
C -5.65 0.32 -0.84
C -6.65 0.22 0.32
C -4.83 -0.95 -0.89
C -5.44 -2.18 -1.13
C -4.72 -3.36 -1.13
C -3.36 -3.36 -0.88
C -2.73 -2.14 -0.64
P -0.95 -2.03 -0.27
C -0.31 -3.32 -1.41
C -0.37 -2.98 -2.76
C 0.17 -3.83 -3.71
C 0.75 -5.02 -3.32
C 0.77 -5.38 -1.98
C 0.25 -4.53 -1.02
C -0.85 -2.70 1.42
C -1.92 -2.65 2.30
C -1.74 -3.01 3.62
C -0.49 -3.43 4.07
C 0.58 -3.46 3.20
C 0.42 -3.07 1.88
C -3.46 -0.95 -0.66
O -2.71 0.18 -0.46
C -3.36 1.39 -0.52
C -2.54 2.51 -0.45
C -3.09 3.79 -0.49
C -4.46 3.93 -0.56
C -5.27 2.81 -0.65
C -4.74 1.52 -0.65
P -0.73 2.27 -0.50
C -0.43 3.03 -2.13
C -0.83 2.25 -3.22
C -0.69 2.74 -4.50
C -0.14 3.99 -4.71
C 0.28 4.76 -3.63
C 0.12 4.28 -2.34
C -0.11 3.41 0.77
C 1.21 3.86 0.68
C 1.75 4.63 1.70
C 0.99 4.93 2.82
C -0.31 4.46 2.92
C -0.86 3.70 1.91
H -7.09 -0.35 -2.32
H -5.72 0.53 -3.01
H -7.00 1.40 -2.15
H -7.31 -0.63 0.18
H -7.27 1.12 0.36
H -6.14 0.11 1.27
H -6.50 -2.21 -1.32
H -5.23 -4.29 -1.33
H -2.79 -4.27 -0.89
H -0.83 -2.05 -3.05
H 0.13 -3.56 -4.75
H 1.19 -5.67 -4.06
H 1.19 -6.33 -1.69
H 0.27 -4.82 0.02
H -2.89 -2.31 1.96
H -2.57 -2.96 4.31
H -0.36 -3.72 5.10
H 1.56 -3.78 3.54
H 1.28 -3.02 1.22
H -2.44 4.65 -0.45
H -4.90 4.91 -0.58
H -6.34 2.93 -0.72
H -1.24 1.26 -3.04
H -1.01 2.14 -5.35
H -0.03 4.37 -5.71
H 0.73 5.73 -3.80
H 0.44 4.89 -1.51
H 1.80 3.61 -0.19
H 2.77 4.98 1.62
H 1.42 5.51 3.61
H -0.90 4.69 3.80
H -1.87 3.32 2.00
Se 0.30 0.37 2.33
P 2.43 0.58 1.92
Se 2.87 0.94 -0.18
C 3.24 -0.95 2.51
C 3.07 -1.28 3.85
C 3.67 -2.43 4.34
C 4.43 -3.23 3.50
C 4.59 -2.89 2.17
C 4.00 -1.74 1.67
C 3.24 1.87 2.92
C 4.45 2.35 2.44
C 5.15 3.29 3.18
C 4.64 3.74 4.38
C 3.42 3.26 4.85
C 2.71 2.33 4.12
H 2.47 -0.66 4.49
H 3.56 -2.69 5.38
H 4.88 -4.13 3.89
H 5.19 -3.51 1.52
H 4.15 -1.46 0.63
H 4.83 1.99 1.49
H 6.10 3.66 2.81
H 5.19 4.47 4.96
H 3.03 3.61 5.79
H 1.75 1.96 4.46
Cl 5.93 -4.05 -3.50
C 4.66 -2.90 -3.31
C 3.80 -3.02 -2.22
C 2.80 -2.09 -2.05
C 2.65 -1.04 -2.95
C 3.52 -0.92 -4.02
C 4.52 -1.86 -4.21
C 1.67 0.04 -2.63
O 1.88 1.21 -2.89
O 0.61 -0.34 -1.97
H 3.93 -3.83 -1.51
H 2.13 -2.17 -1.19
H 3.41 -0.09 -4.71
H 5.20 -1.77 -5.04


[6]
21
Properties=species:S:1:pos:R:3 method="wB97M-V/def2-TZVPD" homo_ev=-6.9 homo_lumo_gap_ev=5.483 e_lumo_ev=-1.466 multiplicity=1 total_charge=0
C -3.21 -0.10 -0.11
C -2.47 -1.44 0.10
C -1.08 -1.10 0.60
N 1.10 1.33 1.13
C 1.00 0.42 0.01
C -0.12 -0.34 -0.31
C 3.30 1.04 -0.72
C 2.14 0.18 -0.75
H -4.28 -0.17 -0.40
H -3.12 0.47 0.80
H -2.67 0.50 -0.91
H -3.00 -2.19 0.73
H -2.42 -1.91 -0.88
H -0.53 -2.02 0.89
H -1.19 -0.55 1.54
H 2.06 1.68 0.78
H 0.41 2.07 0.99
H -0.15 -0.80 -1.30
H 3.33 1.61 -1.66
H 4.47 0.33 -0.12
H 2.11 -0.69 -1.43